(1)
The following is a quantum chemistry calculation of a structure of composition C7H11N3OS in a non-equilibrium geometry, from the OMol25 dataset.

Each line ends with the Löwdin charge.
Element x y z (Å)
C  3.042  -0.561  -0.668  -0.059
C  1.800  0.278  -0.263  -0.406
C  2.007  1.020  1.101  -0.050
C  0.499  -0.560  -0.179  -0.362
C  0.429  -1.934  0.009  -0.306
C  -1.661  -0.759  0.019  -0.467
C  -3.104  -0.440  0.099  -0.474
H  3.106  -1.240  0.416  0.151
H  3.844  0.019  -0.640  -0.017
H  2.712  -1.158  -1.847  0.192
H  1.460  0.849  -1.108  0.115
H  2.840  1.632  0.934  0.042
H  2.077  0.282  1.812  0.033
H  0.976  1.753  1.360  0.157
H  1.099  -2.525  -0.030  -0.051
H  -4.403  0.837  0.296  0.031
H  -2.431  1.676  -1.125  0.006
H  -1.997  2.036  0.135  0.092
N  -0.677  0.039  -0.137  0.078
N  -3.668  0.715  -0.123  0.083
N  -2.915  1.935  -0.366  0.077
O  -3.840  -1.448  0.185  -0.007
S  -1.194  -2.446  0.121  1.143

Summary:
Charge: 0
Energy above the lowest of the compared OMol25 structures with the same formula, charge and spin, kJ/mol: 581.4
Orbital gap, eV: 9.241
HOMO level, eV: -9.225
Calculated total energy, hartree: -910.8345

(2)
The following is a quantum chemistry calculation of a structure of composition C14H29BBrClF2I2N2O7PSi in a non-equilibrium geometry, from the OMol25 dataset.

Each line ends with the Löwdin charge.
Element x y z (Å)
C  1.090  4.359  -0.596  -0.053
C  0.517  3.211  0.206  -0.209
O  1.266  2.033  -0.104  -0.212
C  0.644  0.879  -0.493  -0.318
B  -0.190  0.189  0.714  -0.674
O  -0.273  0.794  1.939  0.198
O  -0.697  -1.042  0.548  0.058
C  -2.025  -1.290  1.021  -0.018
C  1.966  -0.053  -0.788  -0.534
Br  3.236  0.536  0.705  0.856
C  1.998  -1.580  -0.619  -0.323
N  3.378  -2.090  -0.510  -0.061
C  2.569  0.596  -2.112  -0.799
I  3.514  -0.820  -3.518  0.988
P  3.927  1.972  -1.815  0.394
O  3.923  2.928  -3.154  -0.445
I  6.077  0.817  -2.020  0.459
C  1.212  1.013  -2.882  -0.813
F  0.935  0.018  -3.732  -0.139
Cl  1.170  2.370  -3.983  0.882
N  0.016  0.894  -1.858  -0.040
F  -0.442  -0.411  -2.038  0.063
Si  -1.595  1.783  -2.278  0.611
C  -2.165  1.194  -3.968  -0.131
C  -1.545  3.655  -2.329  -0.160
C  -2.974  1.338  -1.100  -0.122
H  0.508  5.262  -0.497  0.095
H  1.242  4.067  -1.626  0.030
H  2.077  4.533  -0.192  0.089
H  0.728  3.453  1.239  0.134
H  -0.565  3.123  0.139  0.102
H  -1.011  1.426  1.950  0.127
H  -2.049  -2.149  1.670  0.088
H  -2.632  -1.544  0.163  0.093
H  -2.507  -0.452  1.509  0.095
H  1.442  -1.956  0.224  0.111
H  1.623  -2.030  -1.531  0.095
H  3.581  -2.729  -1.265  0.032
H  3.487  -2.557  0.377  0.072
H  3.307  3.657  -2.976  0.015
H  -1.374  0.743  -4.555  0.027
H  -2.906  0.423  -3.816  0.045
H  -2.567  2.018  -4.536  0.046
H  -0.610  4.103  -2.614  0.000
H  -1.877  4.083  -1.395  0.043
H  -2.257  3.931  -3.094  0.051
H  -2.747  1.556  -0.064  0.033
H  -3.338  0.330  -1.225  0.045
H  -3.764  2.027  -1.370  0.061
C  -2.224  -6.348  5.812  -0.031
O  -1.430  -5.169  5.988  0.013
C  -1.109  -4.546  4.860  -0.620
O  -1.425  -4.880  3.746  0.116
O  -0.375  -3.473  5.169  0.013
C  0.041  -2.718  4.036  -0.040
H  -2.408  -6.748  6.804  0.096
H  -3.174  -6.104  5.341  0.098
H  -1.687  -7.087  5.221  0.099
H  -0.822  -2.343  3.489  0.073
H  0.670  -3.319  3.380  0.101
H  0.621  -1.876  4.404  0.099

Summary:
Charge: +1
Orbital gap, eV: 7.457
HOMO level, eV: -11.033
Calculated total energy, hartree: -5671.7906

(3)
The following is a quantum chemistry calculation of a structure of composition C34H27N2P2ReS2 in a non-equilibrium geometry, from the OMol25 dataset.

Each line ends with the Löwdin charge.
Element x y z (Å)
Re  0.271  2.367  -0.363  0.989
S  -2.168  1.751  -0.709  0.320
P  -1.475  -0.113  -0.187  0.542
C  0.221  0.314  0.018  -0.723
P  1.603  -0.232  -0.911  0.531
S  2.581  1.583  -0.921  0.340
C  2.627  -1.482  -0.107  -0.356
C  3.809  -1.904  -0.711  -0.087
C  4.615  -2.815  -0.051  -0.061
C  4.251  -3.289  1.202  -0.059
C  3.082  -2.850  1.806  -0.063
C  2.267  -1.941  1.155  -0.076
C  1.249  -0.733  -2.616  -0.347
C  1.255  -2.066  -3.003  -0.078
C  0.880  -2.391  -4.294  -0.065
C  0.499  -1.399  -5.185  -0.063
C  0.493  -0.070  -4.792  -0.065
C  0.863  0.266  -3.505  -0.113
C  -2.156  -0.553  1.432  -0.350
C  -3.441  -1.076  1.528  -0.078
C  -3.943  -1.411  2.774  -0.063
C  -3.171  -1.217  3.911  -0.060
C  -1.900  -0.671  3.810  -0.059
C  -1.389  -0.332  2.570  -0.084
C  -1.950  -1.408  -1.349  -0.355
C  -2.519  -1.100  -2.577  -0.088
C  -2.804  -2.127  -3.460  -0.064
C  -2.509  -3.437  -3.123  -0.063
C  -1.950  -3.737  -1.889  -0.065
C  -1.665  -2.723  -0.995  -0.083
H  4.084  -1.520  -1.685  0.116
H  5.528  -3.160  -0.514  0.112
H  4.885  -4.001  1.711  0.112
H  2.808  -3.219  2.783  0.111
H  1.351  -1.584  1.609  0.090
H  1.552  -2.831  -2.298  0.112
H  0.874  -3.424  -4.605  0.113
H  0.196  -1.663  -6.187  0.112
H  0.190  0.700  -5.484  0.111
H  0.866  1.304  -3.187  0.068
H  -4.031  -1.220  0.631  0.114
H  -4.933  -1.835  2.857  0.111
H  -3.563  -1.492  4.879  0.111
H  -1.301  -0.519  4.694  0.110
H  -0.403  0.102  2.464  0.076
H  -2.749  -0.072  -2.818  0.080
H  -3.265  -1.902  -4.409  0.112
H  -2.721  -4.231  -3.822  0.112
H  -1.746  -4.762  -1.623  0.112
H  -1.237  -2.930  -0.023  0.116
N  0.404  3.369  7.018  0.174
C  0.357  3.187  5.887  -0.189
C  0.333  2.987  4.485  -0.235
C  1.403  2.340  3.864  -0.021
C  1.418  2.200  2.491  -0.122
C  0.372  2.702  1.715  -0.316
C  -0.700  3.330  2.345  -0.118
C  -0.726  3.474  3.720  -0.022
H  2.213  1.950  4.463  0.124
H  2.255  1.695  2.022  0.077
H  -1.532  3.707  1.757  0.086
H  -1.559  3.961  4.204  0.124
C  0.313  6.832  -1.495  -0.014
C  0.272  5.431  -1.260  -0.136
N  0.274  4.304  -1.015  -0.008
H  1.180  7.235  -0.966  0.111
H  -0.593  7.301  -1.106  0.110
H  0.403  7.054  -2.559  0.108

Summary:
Charge: +1
Multiplicity: 4
Expectation value of S²: 3.79
Orbital gap (spin up / spin down), eV: 7.269 / 6.929
HOMO level (spin up / spin down), eV: -10.367 / -10.824
Calculated total energy, hartree: -2978.5041

Repeat the first record exactly.
The following is a quantum chemistry calculation of a structure of composition C7H11N3OS in a non-equilibrium geometry, from the OMol25 dataset.

Each line ends with the Löwdin charge.
Element x y z (Å)
C  3.042  -0.561  -0.668  -0.059
C  1.800  0.278  -0.263  -0.406
C  2.007  1.020  1.101  -0.050
C  0.499  -0.560  -0.179  -0.362
C  0.429  -1.934  0.009  -0.306
C  -1.661  -0.759  0.019  -0.467
C  -3.104  -0.440  0.099  -0.474
H  3.106  -1.240  0.416  0.151
H  3.844  0.019  -0.640  -0.017
H  2.712  -1.158  -1.847  0.192
H  1.460  0.849  -1.108  0.115
H  2.840  1.632  0.934  0.042
H  2.077  0.282  1.812  0.033
H  0.976  1.753  1.360  0.157
H  1.099  -2.525  -0.030  -0.051
H  -4.403  0.837  0.296  0.031
H  -2.431  1.676  -1.125  0.006
H  -1.997  2.036  0.135  0.092
N  -0.677  0.039  -0.137  0.078
N  -3.668  0.715  -0.123  0.083
N  -2.915  1.935  -0.366  0.077
O  -3.840  -1.448  0.185  -0.007
S  -1.194  -2.446  0.121  1.143

Summary:
Charge: 0
Energy above the lowest of the compared OMol25 structures with the same formula, charge and spin, kJ/mol: 581.4
Orbital gap, eV: 9.241
HOMO level, eV: -9.225
Calculated total energy, hartree: -910.8345